C30H25BCo2F6O8 as an isolated structure. Source: the Open Molecules 2025 dataset; level of theory: ωB97M-V/def2-TZVPD.

Last column: Löwdin charge in e.
Positions of all 72 atoms, in Å:
C 0.8905 -4.4453 0.0377  -0.02
C 0.8648 -3.3976 -1.0754  -0.44
C 2.1076 -3.5852 -1.9326  0.00
C -0.5557 -3.3276 -1.8258  -0.45
C -0.4893 -2.7409 -3.2476  0.01
C -1.3633 -4.6116 -1.8597  -0.01
O -1.2863 -2.3684 -1.0313  0.12
B -0.2523 -1.5173 -0.6575  -0.61
C -0.5050 -0.0082 -0.5249  -0.04
C -1.7872 0.5206 -0.7185  0.05
C -1.9317 1.8719 -0.9978  -0.09
C -3.3063 2.3551 -1.3785  -0.51
F -3.3324 3.6696 -1.7359  0.13
F -3.8153 1.6399 -2.4366  0.12
F -4.1810 2.1912 -0.3319  0.11
C -0.8510 2.7444 -0.9752  0.09
C 0.3910 2.2266 -0.6174  -0.09
C 1.5996 3.1240 -0.5886  -0.50
F 2.4932 2.7106 0.3690  0.11
F 2.2773 3.1181 -1.7828  0.13
F 1.2788 4.4221 -0.3129  0.13
C 0.5696 0.8751 -0.3651  0.05
C -1.2466 -1.8913 3.5057  -0.16
C -0.1035 -0.9036 3.2430  -0.23
C -0.3196 0.4806 3.1839  -0.04
C 0.7601 1.3581 3.3068  -0.06
C 2.0564 0.8635 3.4727  -0.06
C 2.2892 -0.5068 3.3184  -0.06
C 1.2116 -1.3823 3.1789  -0.05
O 0.9918 -2.0874 -0.4788  0.14
H 0.9369 -5.4587 -0.3868  0.10
H 1.7869 -4.3010 0.6548  0.10
H 0.0124 -4.3760 0.6922  0.06
H 2.0750 -4.5461 -2.4610  0.10
H 2.2289 -2.7734 -2.6626  0.10
H 2.9918 -3.5871 -1.2776  0.10
H -0.0931 -3.4763 -3.9568  0.10
H -1.5092 -2.4746 -3.5598  0.11
H 0.1164 -1.8225 -3.2904  0.10
H -0.8823 -5.3380 -2.5288  0.10
H -1.4750 -5.0625 -0.8661  0.07
H -2.3641 -4.4017 -2.2573  0.10
H -2.6594 -0.1256 -0.7239  0.14
H -0.9807 3.8007 -1.1826  0.14
H 1.5502 0.5017 -0.0938  0.14
H -2.1493 -1.5768 2.9535  0.14
H -0.9668 -2.8455 3.0272  0.10
H -1.3423 0.8569 3.0874  0.12
H 0.5972 2.4360 3.2477  0.12
H 2.8833 1.5404 3.6985  0.12
H 3.3064 -0.9011 3.2906  0.12
H 1.3615 -2.4619 3.0786  0.11
O -2.5596 -2.9519 8.6591  0.29
C -2.9081 -3.7311 7.8819  -0.02
Co -3.3984 -4.9547 6.6803  0.21
C -1.8486 -5.8124 6.5686  -0.03
O -0.8782 -6.4389 6.5410  0.25
C -4.4967 -5.7116 7.7951  -0.03
O -5.1913 -6.2708 8.5282  0.28
C -3.7798 -3.5047 5.4472  -0.18
C -2.5503 -3.2118 4.8988  -0.18
C -1.6112 -2.1219 4.9348  -0.14
Co -3.3428 -4.5675 4.0736  0.23
C -1.8598 -5.2435 3.4931  -0.07
O -0.9668 -5.8479 3.0681  0.25
C -4.2752 -4.7550 2.5099  0.05
O -4.8728 -5.1107 1.5846  0.27
C -4.0734 -6.0707 4.8009  -0.10
O -4.6154 -7.1052 4.7612  0.27
H -4.6177 -2.8300 5.5821  0.14
H -0.7262 -2.2446 5.5933  0.17
H -2.1174 -1.2201 5.3287  0.17

Properties
Kohn-Sham gap, eV: 2.09
Maximum force, eV/A: 7.41
Highest occupied orbital energy, eV: -13.480
Net charge: +2